<i>
Computed, not measured: an isolated ion of composition C4H6NO and charge +1, with ωB97M-V with the def2-TZVPD basis set.

Each line ends with the Löwdin charge.
CARTESIAN COORDINATES (ANGSTROEM)
1 C 1.4506 1.2042 0.0844  0.267
2 N 0.4238 0.2739 0.1038  -0.139
3 C 0.4246 -1.1479 -0.1569  -0.030
4 C -1.0147 0.6192 0.1366  -0.037
5 C -2.1149 -0.1925 0.0566  -0.106
6 O -3.0542 -0.8271 0.0642  0.307
7 H 1.2899 2.2290 0.0838  0.093
8 H 2.4314 0.7196 0.0938  0.123
9 H 1.4683 -1.3032 -0.3989  0.100
10 H -0.1731 -1.5576 -1.0445  0.153
11 H 0.0287 -1.7270 0.6822  0.124
12 H -1.1604 1.7093 0.2948  0.145

Computed properties:
charge	+1
LUMO level	-5.8	eV
E_HOMO	-14.22	eV
SMILES	C=[N+](C)C=C=O

<ii>
Computed, not measured: an isolated ion of composition C4H6NO and charge +1, with ωB97M-V with the def2-TZVPD basis set.

Each line ends with the Löwdin charge.
CARTESIAN COORDINATES (ANGSTROEM)
1 C -0.9794 -0.3005 0.0301  -0.007
2 N 0.4073 -0.2777 0.0627  -0.096
3 C 1.3502 -1.1685 -0.0712  0.199
4 C 2.4007 -0.0337 -0.0226  -0.285
5 O 3.5785 0.0163 0.0365  0.222
6 C 1.2588 1.0170 -0.0526  0.093
7 H -1.4375 -1.1581 -0.4198  0.111
8 H -1.4804 -0.0899 1.0465  0.157
9 H -1.2956 0.7240 -0.3525  0.139
10 H 1.3176 -2.2919 -0.0889  0.187
11 H 1.0684 1.7660 0.7000  0.141
12 H 0.9590 1.4711 -0.9848  0.139

Computed properties:
charge	+1
LUMO level	-6.2	eV
E_HOMO	-15.79	eV
SMILES	C[N+]1=CC(=O)C1

Which structure is most stable, and how do the rest compare? From most to least stable: <ii>, <i>.

<i>
Computed, not measured: C51H45CdGeN12O4 as an isolated structure, with ωB97M-V with the def2-TZVPD basis set.

Each line ends with the Löwdin charge.
CARTESIAN COORDINATES (ANGSTROEM)
1 Cd 0.3365 2.2584 0.2742  1.398
2 N -2.3283 4.2694 3.4706  0.189
3 C -2.0509 3.3037 2.5780  -0.504
4 O -0.9323 3.2564 2.0595  -0.083
5 C -3.2123 2.3690 2.2811  -0.177
6 C -2.8128 1.0582 1.6023  -0.283
7 H -1.6563 5.0009 3.6332  0.124
8 H -3.2362 4.3496 3.8928  0.116
9 H -3.8717 2.9561 1.6335  0.131
10 H -3.7651 2.1671 3.2016  0.100
11 H -1.9281 1.2203 1.0041  -0.001
12 H -3.5910 0.7370 0.9071  0.065
13 C 5.1199 2.0794 3.4232  -0.054
14 N 3.7219 2.2293 3.0281  -0.094
15 C 3.1663 2.1343 1.8221  -0.141
16 N 1.8611 2.3230 1.9218  -0.014
17 C 1.6620 2.5291 3.2533  -0.199
18 N 2.7702 2.4818 3.9459  0.142
19 C 5.6021 0.6502 3.3070  -0.196
20 C 5.9463 -0.0855 4.4330  -0.025
21 C 6.3806 -1.3998 4.3099  -0.047
22 C 6.4482 -2.0057 3.0684  -0.002
23 C 6.0978 -1.2750 1.9348  -0.132
24 C 5.6999 0.0525 2.0580  0.019
25 C 6.0864 -1.9008 0.6211  -0.284
26 N 6.4217 -3.1056 0.2992  0.126
27 N 6.1528 -3.2544 -1.0349  0.125
28 C 5.6701 -2.1302 -1.4514  -0.281
29 O 5.6002 -1.2192 -0.4482  0.122
30 C 5.1513 -1.8092 -2.7721  -0.131
31 C 5.1373 -2.7792 -3.7710  -0.004
32 C 4.5641 -2.4790 -4.9939  -0.047
33 C 3.9859 -1.2368 -5.2159  -0.025
34 C 4.0060 -0.2604 -4.2266  -0.196
35 C 3.3860 1.0929 -4.5002  -0.058
36 N 2.9196 1.7609 -3.2964  -0.117
37 C 2.2503 1.2544 -2.2590  -0.150
38 N 2.0677 2.1940 -1.3468  -0.009
39 C 2.6475 3.2945 -1.9048  -0.195
40 N 3.1801 3.0619 -3.0769  0.131
41 C 4.6127 -0.5480 -3.0130  0.018
42 H 5.1767 2.4172 4.4543  0.129
43 H 5.7273 2.7327 2.7959  0.139
44 H 3.6976 1.9443 0.9058  0.117
45 H 0.7024 2.7206 3.6954  0.105
46 H 5.8850 0.3724 5.4128  0.119
47 H 6.6588 -1.9553 5.1951  0.114
48 H 6.7680 -3.0322 2.9537  0.122
49 H 5.4776 0.6121 1.1588  0.110
50 H 5.5736 -3.7474 -3.5688  0.121
51 H 4.5515 -3.2214 -5.7801  0.114
52 H 3.5167 -1.0245 -6.1690  0.120
53 H 2.5560 0.9862 -5.2004  0.136
54 H 4.1142 1.7638 -4.9556  0.140
55 H 1.9228 0.2310 -2.1878  0.137
56 H 2.6691 4.2622 -1.4332  0.118
57 H 4.6743 0.1996 -2.2333  0.120
58 C -8.1398 -2.7300 -0.8453  -0.074
59 O -7.3600 -1.5582 -0.6635  -0.091
60 C -6.7206 -1.0489 -1.7458  -0.288
61 C -6.2171 0.2448 -1.6088  0.001
62 C -5.5251 0.8379 -2.6405  -0.014
63 C -5.3257 0.1545 -3.8464  -0.287
64 C -5.8694 -1.1156 -3.9899  -0.019
65 C -6.5499 -1.7237 -2.9497  -0.011
66 N -4.7387 0.7283 -4.9982  0.069
67 N -3.8321 1.5747 -5.0048  0.068
68 C -3.0084 1.9764 -3.9247  -0.248
69 C -2.8320 3.3344 -3.7755  -0.024
70 C -2.0634 3.8711 -2.7585  -0.009
71 C -1.3770 3.0795 -1.8477  -0.406
72 O -0.6793 3.6082 -0.8973  -0.235
73 C -1.4738 1.6478 -2.0218  -0.150
74 N -0.7575 0.8441 -1.1634  -0.009
75 C -0.8121 -0.4609 -1.3004  -0.152
76 C -1.5273 -1.0834 -2.3383  -0.028
77 C -2.2327 -0.3088 -3.2252  0.017
78 C -2.2712 1.0929 -3.0685  -0.092
79 H -8.6132 -2.9273 0.1119  0.095
80 H -7.5248 -3.5892 -1.1255  0.084
81 H -8.9034 -2.5715 -1.6106  0.102
82 H -6.3951 0.7644 -0.6757  0.119
83 H -5.1747 1.8557 -2.5343  0.115
84 H -5.7334 -1.6336 -4.9306  0.118
85 H -6.9434 -2.7200 -3.0935  0.107
86 H -3.3710 3.9904 -4.4475  0.121
87 H -1.9889 4.9437 -2.6382  0.119
88 H -0.2636 -1.0577 -0.5839  0.100
89 H -1.4974 -2.1579 -2.4260  0.109
90 H -2.7418 -0.7669 -4.0615  0.118
91 Ge -2.4854 -0.4560 2.8735  1.011
92 C -0.7024 -0.4845 3.6925  -0.316
93 C 0.4203 -0.8797 2.9630  -0.154
94 C 1.6400 -1.0948 3.5897  -0.089
95 C 1.7724 -0.8521 4.9492  -0.085
96 C 0.6818 -0.4016 5.6778  -0.078
97 C -0.5489 -0.2432 5.0573  -0.118
98 C -2.7410 -2.1454 1.9092  -0.309
99 C -3.9732 -2.4122 1.3252  -0.115
100 C -4.1630 -3.5673 0.5771  -0.076
101 C -3.1227 -4.4635 0.3911  -0.083
102 C -1.8938 -4.2126 0.9749  -0.086
103 C -1.7098 -3.0709 1.7375  -0.117
104 H -3.5368 -0.3156 3.9805  0.003
105 H 0.3436 -1.0442 1.8936  0.080
106 H 2.4874 -1.4671 3.0251  0.103
107 H 2.7249 -1.0139 5.4356  0.102
108 H 0.7847 -0.1955 6.7351  0.108
109 H -1.4093 0.0602 5.6430  0.094
110 H -4.8028 -1.7315 1.4767  0.099
111 H -5.1256 -3.7647 0.1376  0.093
112 H -3.2777 -5.3638 -0.1897  0.106
113 H -1.0787 -4.9142 0.8464  0.106
114 H -0.7590 -2.9184 2.2315  0.079

Computed properties:
charge	+1
LUMO level	-2.3	eV
E_HOMO	-9.08	eV

<ii>
Computed, not measured: C51H45CdGeN12O4 as an isolated structure, with ωB97M-V with the def2-TZVPD basis set.

Each line ends with the Löwdin charge.
CARTESIAN COORDINATES (ANGSTROEM)
1 Cd -0.1554 -0.0866 0.7443  1.376
2 N 2.2367 -3.6944 0.1132  0.195
3 C 1.1643 -2.9170 -0.0794  -0.517
4 O 0.7014 -2.2502 0.8514  -0.076
5 C 0.5640 -2.9514 -1.4745  -0.182
6 C -0.5010 -1.8953 -1.7395  -0.328
7 H 2.6723 -3.7121 1.0204  0.126
8 H 2.6477 -4.2238 -0.6347  0.119
9 H 0.1507 -3.9576 -1.5936  0.122
10 H 1.3798 -2.8624 -2.1946  0.121
11 H -0.0343 -0.9058 -1.7532  0.030
12 H -1.2552 -1.9249 -0.9495  0.031
13 C -4.5180 -0.4891 4.4787  -0.063
14 N -3.6004 -0.7815 3.3799  -0.123
15 C -2.6142 -0.0421 2.8811  -0.144
16 N -2.0447 -0.6912 1.8760  -0.009
17 C -2.7568 -1.8556 1.8036  -0.192
18 N -3.7135 -1.9426 2.6911  0.142
19 C -5.5583 0.5638 4.1652  -0.193
20 C -6.3300 1.0493 5.2170  -0.032
21 C -7.3566 1.9474 4.9801  -0.047
22 C -7.6105 2.3919 3.6913  -0.005
23 C -6.8230 1.9341 2.6440  -0.132
24 C -5.8022 1.0134 2.8782  0.031
25 C -7.0746 2.4363 1.2889  -0.299
26 N -8.1969 2.7126 0.7300  0.137
27 N -7.8901 3.1881 -0.5514  0.134
28 C -6.6101 3.1485 -0.6546  -0.301
29 O -6.0139 2.6846 0.4752  0.123
30 C -5.7726 3.5622 -1.7832  -0.134
31 C -6.3590 3.8096 -3.0198  -0.007
32 C -5.5662 4.2309 -4.0745  -0.049
33 C -4.1981 4.3926 -3.9041  -0.031
34 C -3.6079 4.1408 -2.6726  -0.191
35 C -2.1188 4.3491 -2.4915  -0.055
36 N -1.5878 3.5567 -1.3863  -0.121
37 C -1.5383 2.2326 -1.2701  -0.134
38 N -1.1437 1.9105 -0.0498  0.008
39 C -0.9419 3.1231 0.5450  -0.205
40 N -1.2105 4.1471 -0.2283  0.140
41 C -4.4029 3.7340 -1.6098  0.030
42 H -3.9365 -0.2001 5.3528  0.135
43 H -5.0001 -1.4381 4.6994  0.139
44 H -2.3480 0.9377 3.2497  0.144
45 H -2.5616 -2.6345 1.0833  0.114
46 H -6.1346 0.7104 6.2292  0.122
47 H -7.9544 2.3125 5.8050  0.115
48 H -8.4094 3.0936 3.4872  0.124
49 H -5.2160 0.6483 2.0430  0.120
50 H -7.4259 3.6715 -3.1396  0.122
51 H -6.0161 4.4320 -5.0385  0.114
52 H -3.5869 4.7208 -4.7383  0.119
53 H -1.8999 5.3825 -2.2356  0.138
54 H -1.5791 4.1003 -3.4037  0.129
55 H -1.7880 1.5531 -2.0726  0.125
56 H -0.5781 3.2450 1.5547  0.109
57 H -3.9692 3.5609 -0.6319  0.121
58 C -0.4820 7.4826 4.0337  -0.075
59 O -0.0804 6.8539 2.8245  -0.083
60 C 1.1724 6.3371 2.7753  -0.289
61 C 2.0468 6.2975 3.8534  -0.012
62 C 3.3136 5.7454 3.6852  -0.030
63 C 3.7003 5.1897 2.4804  -0.278
64 C 2.8276 5.2706 1.3888  -0.016
65 C 1.5803 5.8405 1.5347  0.000
66 N 5.0575 4.6788 2.4252  0.075
67 N 5.3639 3.6282 1.8309  0.078
68 C 4.3574 2.7419 1.2951  -0.254
69 C 4.4537 2.3927 -0.0241  -0.027
70 C 3.4817 1.6052 -0.6547  -0.008
71 C 2.3824 1.1078 0.0258  -0.385
72 O 1.4610 0.3958 -0.5726  -0.239
73 C 2.3215 1.4012 1.4483  -0.146
74 N 1.2627 0.9030 2.1736  0.002
75 C 1.2079 1.0951 3.4708  -0.147
76 C 2.2060 1.7751 4.1798  -0.037
77 C 3.2534 2.3055 3.4851  0.014
78 C 3.3246 2.1722 2.0783  -0.108
79 H -1.4793 7.8722 3.8561  0.093
80 H 0.1878 8.3051 4.2916  0.098
81 H -0.5152 6.7695 4.8614  0.093
82 H 1.7705 6.7079 4.8142  0.104
83 H 4.0156 5.7327 4.5118  0.119
84 H 3.1330 4.9021 0.4193  0.117
85 H 0.9006 5.9224 0.6939  0.109
86 H 5.2863 2.7888 -0.5959  0.121
87 H 3.5640 1.3747 -1.7099  0.114
88 H 0.3513 0.6782 3.9911  0.099
89 H 2.1380 1.8683 5.2547  0.111
90 H 4.0499 2.8135 4.0128  0.121
91 Ge -1.5170 -2.0719 -3.4252  0.988
92 C -1.0031 -0.5717 -4.5432  -0.323
93 C -1.9243 0.3767 -4.9867  -0.118
94 C -1.5049 1.4659 -5.7452  -0.091
95 C -0.1615 1.6225 -6.0570  -0.083
96 C 0.7659 0.6848 -5.6187  -0.077
97 C 0.3452 -0.4053 -4.8705  -0.112
98 C -3.3856 -2.0020 -2.9126  -0.327
99 C -4.2301 -3.1036 -3.0566  -0.110
100 C -5.5397 -3.0593 -2.5892  -0.076
101 C -6.0225 -1.9096 -1.9795  -0.076
102 C -5.1941 -0.8032 -1.8343  -0.079
103 C -3.8845 -0.8525 -2.2917  -0.125
104 H -1.1664 -3.4231 -4.0741  0.006
105 H -2.9798 0.2570 -4.7647  0.095
106 H -2.2355 2.1796 -6.1046  0.100
107 H 0.1630 2.4671 -6.6521  0.106
108 H 1.8130 0.7992 -5.8708  0.107
109 H 1.0800 -1.1330 -4.5405  0.099
110 H -3.8668 -4.0037 -3.5404  0.096
111 H -6.1858 -3.9203 -2.7087  0.108
112 H -7.0449 -1.8725 -1.6232  0.108
113 H -5.5731 0.1011 -1.3755  0.094
114 H -3.2503 0.0214 -2.1670  0.072

Computed properties:
charge	+1
LUMO level	-2.1	eV
E_HOMO	-9.28	eV

Which structure is most stable, and how do the rest compare? From most to least stable: <ii>, <i>.

<i>
Computed, not measured: CH2F3O2PS in the gas phase, with ωB97M-V with the def2-TZVPD basis set.

Each line ends with the Löwdin charge.
CARTESIAN COORDINATES (ANGSTROEM)
1 O 0.4241 -1.6254 0.5665  -0.364
2 S 0.2502 -0.4531 -0.2284  0.556
3 O 0.5970 -0.5386 -1.6206  -0.373
4 P -2.2259 -0.0510 -0.2401  0.672
5 C 1.3270 0.9218 0.5606  -0.680
6 F 1.1730 2.0754 -0.0697  0.162
7 F 2.5678 0.4585 0.3721  0.137
8 F 1.0947 0.8555 1.8677  0.142
9 H -2.6892 -1.2348 0.4615  -0.143
10 H -2.5186 -0.4083 -1.6696  -0.109

Computed properties:
charge	0
LUMO level	-1.3	eV
E_HOMO	-9.83	eV
SMILES	O=S(=O)(P)C(F)(F)F

<ii>
Computed, not measured: a 2-piece molecular cluster, CH2F3O2PS overall, with ωB97M-V with the def2-TZVPD basis set.

Each line ends with the Löwdin charge.
CARTESIAN COORDINATES (ANGSTROEM)
1 C 1.2760 -0.4956 -0.3578  -0.612
2 O 0.2510 1.4564 1.1768  -0.368
3 O 1.1176 2.2319 -1.0184  -0.351
4 F 1.8542 -0.9804 -1.4614  0.147
5 F -0.0001 -0.9040 -0.2983  0.073
6 F 1.9059 -1.1684 0.6083  0.109
7 P -3.1182 -0.0784 0.3251  0.558
8 S 1.3414 1.4751 0.1916  0.918
9 H -2.3298 -0.9093 -0.5527  -0.247
10 H -2.2981 -0.6273 1.3867  -0.226

Computed properties:
charge	0
LUMO level (spin up / spin down)	-1.2 / -3.8	eV
E_HOMO (spin up / spin down)	-10.68 / -8.88	eV

Which structure is most stable, and how do the rest compare? From most to least stable: <i>, <ii>.

<i>
Computed, not measured: C6H7Br2N4 as an isolated structure, with ωB97M-V with the def2-TZVPD basis set.

Each line ends with the Löwdin charge.
CARTESIAN COORDINATES (ANGSTROEM)
1 C 0.5875 2.7871 0.5989  -0.206
2 C 0.5426 -0.6593 -1.0873  0.076
3 C 2.3417 1.1397 0.5751  -0.166
4 C 1.0437 1.5202 0.2343  -0.187
5 C 0.2130 0.8011 -0.6328  -0.145
6 C 1.6140 -1.3010 -0.6887  -0.107
7 N 0.0918 3.7885 0.8455  0.209
8 N 2.7788 0.0031 0.2348  -0.357
9 N -1.0347 1.2107 -1.0691  0.162
10 N 2.2790 -2.4453 -0.8728  0.163
11 Br -3.6377 -0.1365 0.8743  0.399
12 Br 4.5909 -0.5773 0.5770  0.771
13 H -0.3255 -1.1691 -1.5293  0.141
14 H 2.9203 1.8148 1.2017  0.151
15 H -1.6232 0.5501 -1.5824  0.102
16 H -1.4852 2.0556 -0.7182  0.117
17 H 2.0950 -3.1752 -0.3093  0.081
18 H -3.6487 -1.4912 0.8957  -0.335
19 H 3.2180 -2.2112 -1.2976  0.133

Computed properties:
charge	+1
LUMO level	-4.6	eV
E_HOMO	-12.96	eV

<ii>
Computed, not measured: a 2-piece molecular cluster, C6H7Br2N4 overall, with ωB97M-V with the def2-TZVPD basis set.

Each line ends with the Löwdin charge.
CARTESIAN COORDINATES (ANGSTROEM)
1 C 1.8179 0.6431 -1.6447  -0.026
2 C 0.6663 0.9228 -1.0151  -0.046
3 C 2.1832 -1.2508 -0.3513  0.000
4 C 0.7981 -1.1133 0.2423  -0.211
5 C 0.0282 -2.0819 0.7953  -0.521
6 C -1.1720 0.2332 0.3592  -0.425
7 N 2.5960 -0.4169 -1.2184  0.128
8 N 0.1173 0.0235 -0.1190  0.046
9 N -2.0155 0.8832 -0.4482  0.238
10 N -1.6304 -0.2980 1.5093  0.228
11 Br 0.1572 -3.5579 1.6951  1.045
12 Br -0.3958 3.1074 1.4415  -0.412
13 H 2.2962 1.2851 -2.4856  0.175
14 H 0.1608 1.8695 -1.1693  0.095
15 H 2.8376 -1.9835 -0.0236  0.114
16 H -2.8198 1.3964 -0.2059  0.128
17 H -1.7146 1.0355 -1.3707  0.112
18 H -2.6913 -0.1722 1.6142  0.194
19 H -1.2194 -0.5253 2.3951  0.136

Computed properties:
charge	+1
LUMO level (spin up / spin down)	-6.6 / -7.6	eV
E_HOMO (spin up / spin down)	-10.74 / -10.75	eV

Which structure is most stable, and how do the rest compare? From most to least stable: <i>, <ii>.